Computed, not measured: a molecular structure, C40H58N9O5S2Sb2Ti at a distorted geometry, with ωB97M-V/def2-TZVPD.

Cartesian coordinates (Å):
Sb  1.551  -1.345  2.981
Sb  0.231  -3.676  0.466
Ti  -0.483  0.351  -0.070
S  -1.274  -1.641  -1.586
S  -2.878  -2.540  -2.109
O  -1.246  -1.361  -0.088
O  1.178  0.229  0.566
O  -0.087  -2.396  -1.954
O  -1.211  -0.271  -2.144
O  1.921  -1.636  -0.298
N  1.261  2.711  0.560
N  -4.220  1.346  6.162
N  -1.310  2.052  -0.740
N  1.376  -0.522  -0.480
N  1.255  0.243  -3.913
N  2.328  -1.562  -2.903
N  1.273  0.130  -1.614
N  -1.286  0.612  1.694
N  0.487  1.420  -3.750
C  1.438  -4.774  -1.015
C  -4.174  0.955  -2.617
C  -3.584  1.169  5.212
C  -2.379  2.070  3.278
C  1.576  -0.435  -2.754
C  -0.992  -4.569  5.811
C  0.580  4.774  2.842
C  -1.444  -5.445  4.839
C  -1.701  -0.438  2.473
C  -0.737  -5.573  3.661
C  -1.508  -4.980  0.057
C  -2.431  2.280  -1.470
C  -0.369  2.976  -1.170
C  1.288  3.466  3.206
C  -1.647  1.855  2.149
C  -0.905  3.750  -2.204
C  1.461  3.367  4.720
C  3.710  2.756  0.364
C  1.083  -5.034  2.114
C  4.484  0.844  -1.058
C  4.922  3.041  0.981
C  -2.207  3.309  -2.388
C  0.427  -4.845  3.401
C  2.582  3.350  2.439
C  2.090  -3.116  4.232
C  4.336  3.161  -2.034
C  3.482  -0.334  3.278
C  3.727  2.176  -1.033
C  0.891  3.213  -0.561
C  -3.862  0.623  -0.160
C  -4.810  2.753  -0.975
C  -2.824  0.978  4.068
C  0.710  -0.329  4.740
C  0.887  -3.955  4.397
C  0.159  -3.839  5.578
C  -2.450  -0.309  3.603
C  -3.794  1.642  -1.297
C  2.518  2.953  1.087
C  3.809  3.636  3.008
C  4.980  3.499  2.281
H  5.536  0.979  -0.813
H  1.497  3.976  -1.073
H  3.396  0.682  2.901
H  0.919  -0.394  -4.637
H  -4.485  3.309  -0.098
H  5.843  2.914  0.428
H  4.052  0.154  -0.336
H  4.407  0.396  -2.048
H  2.070  2.505  4.981
H  -2.629  3.076  3.582
H  4.288  2.744  -3.038
H  5.378  3.369  -1.793
H  -2.272  -4.808  0.814
H  -5.782  2.311  -0.766
H  2.455  -4.395  -0.970
H  1.014  -4.588  -1.999
H  -4.824  0.113  -0.188
H  -1.313  2.689  1.542
H  0.488  3.257  5.196
H  3.743  -0.313  4.332
H  -1.439  -1.431  2.120
H  -1.526  -4.462  6.745
H  -1.080  -6.266  2.905
H  5.931  3.729  2.740
H  3.868  3.964  4.034
H  1.927  4.267  5.120
H  0.666  2.630  2.867
H  -1.916  -4.714  -0.915
H  2.894  -3.638  3.722
H  -3.759  1.124  0.803
H  2.173  -2.091  -3.747
H  2.140  -4.804  2.120
H  -2.756  -1.186  4.154
H  -4.184  1.670  -3.436
H  3.793  4.104  -2.021
H  -2.342  -6.027  5.000
H  -3.081  -0.132  -0.269
H  1.424  -5.838  -0.787
H  1.456  -0.213  5.519
H  -3.444  0.180  -2.843
H  0.519  -3.159  6.339
H  -0.362  1.213  -3.215
H  -5.154  0.489  -2.541
H  0.929  -6.031  1.725
H  -0.401  4.535  -2.736
H  2.700  1.964  -1.345
H  -0.114  -0.927  5.115
H  -2.914  3.688  -3.101
H  4.256  -0.854  2.722
H  2.451  -2.753  5.190
H  0.229  1.761  -4.671
H  -1.212  -6.028  0.064
H  -0.374  4.847  3.360
H  0.337  0.644  4.442
H  0.399  4.820  1.772
H  1.194  5.627  3.125
H  2.332  -2.119  -2.048
H  -4.915  3.446  -1.804

Results
Max |F| ... 0.081 hartree/bohr
Total charge ... -1
Spin multiplicity ... 3
Gap between HOMO and LUMO (spin up / spin down) ... 5.1 / 5.4 eV
⟨S²⟩ ... 2.021

Löwdin population analysis, charges in e, atoms 1 to 6: 1.459, 1.462, 0.863, -0.005, 0.361, -0.616